Record 1
{
  "formula": "C4H4HgO2",
  "method": "ωB97M-V/def2-TZVPD",
  "charge": 0,
  "s_squared": 2.05,
  "multiplicity": 3,
  "e_above_lowest_ev": 1.456,
  "species": ["H", "O", "C", "C", "C", "C", "O", "Hg", "H", "H", "H"],
  "coordinates": [[4.4014, -0.9507, 0.3924], [2.7645, -0.3990, 0.7620], [1.8131, -0.0343, -0.0439], [0.7742, 0.7664, 0.2669], [-0.5539, 1.0042, 0.1623], [-1.4709, -0.0827, 0.0012], [-2.7126, 0.0318, 0.0183], [-4.9365, -0.9766, -0.4139], [1.9185, -0.2945, -1.1172], [-0.9760, 2.0162, 0.1456], [-1.0219, -1.0807, -0.1737]],
  "atomic_forces_ev_per_a": [[0.69, -0.29, -0.25], [-3.26, 1.21, -1.35], [4.28, -1.64, 0.99], [-4.25, 0.66, -0.34], [2.93, 1.59, 0.39], [-3.28, -1.57, -0.09], [3.90, 0.58, 0.18], [-1.11, -0.51, -0.23], [-0.06, 0.10, 0.34], [0.24, -0.32, 0.22], [-0.09, 0.19, 0.11]]
}



Record 2
{
  "formula": "C23H50NO9S5",
  "method": "ωB97M-V/def2-TZVPD",
  "charge": 1,
  "multiplicity": 1,
  "energy_ha": -3628.940263,
  "species": ["C", "C", "C", "N", "S", "C", "C", "C", "C", "O", "H", "H", "H", "H", "H", "H", "H", "H", "H", "H", "H", "H", "H", "H", "H", "H", "H", "H", "C", "C", "C", "S", "O", "O", "C", "H", "H", "H", "H", "H", "H", "H", "H", "C", "C", "C", "S", "O", "O", "C", "H", "H", "H", "H", "H", "H", "H", "H", "C", "C", "C", "S", "O", "O", "C", "H", "H", "H", "H", "H", "H", "H", "H", "C", "C", "C", "S", "O", "O", "C", "H", "H", "H", "H", "H", "H", "H", "H"],
  "coordinates": [[-3.3773, -2.8571, 0.0601], [-2.9404, -1.6274, 0.8490], [-4.0378, -0.6092, 1.0976], [-4.7327, -0.2177, -0.1878], [-3.5717, 0.6956, -1.1781], [-6.0358, 0.4915, 0.0689], [-7.1326, -0.4680, 0.5139], [-7.3900, -1.6327, -0.4398], [-8.5108, -2.5639, 0.0313], [-9.6229, -1.8662, 0.5565], [-2.5205, -3.5177, -0.0669], [-4.1686, -3.4095, 0.5750], [-3.7173, -2.6180, -0.9559], [-2.0900, -1.1416, 0.3607], [-2.5804, -1.9330, 1.8337], [-3.6725, 0.3145, 1.5480], [-4.8148, -1.0118, 1.7469], [-4.9292, -1.0902, -0.6818], [-4.4633, 0.8284, -2.1647], [-6.3124, 0.9770, -0.8686], [-5.8157, 1.2591, 0.8103], [-6.9320, -0.8317, 1.5274], [-8.0402, 0.1364, 0.5845], [-7.6351, -1.2315, -1.4296], [-6.4921, -2.2547, -0.5609], [-8.1226, -3.2935, 0.7495], [-8.8886, -3.1153, -0.8301], [-9.5098, -1.7147, 1.4971], [1.8977, -4.9755, -3.0071], [2.1786, -3.6522, -2.2820], [0.8304, -3.1074, -1.7984], [-0.2267, -4.5454, -1.5591], [-1.3276, -4.4808, -2.4914], [-0.5303, -4.7137, -0.1536], [0.9579, -5.7681, -2.1051], [2.8123, -5.5309, -3.2063], [1.4081, -4.7861, -3.9644], [2.8373, -3.8293, -1.4305], [2.6674, -2.9221, -2.9222], [0.8892, -2.5702, -0.8551], [0.3465, -2.4889, -2.5525], [0.4087, -6.5654, -2.6003], [1.4583, -6.1486, -1.2152], [0.0423, -1.2752, 5.5958], [-0.4181, -0.0240, 6.3567], [-0.8279, 1.0206, 5.3115], [-1.3921, 0.0827, 3.8866], [-0.5282, 0.3433, 2.7587], [-2.8174, 0.2483, 3.6924], [-1.0290, -1.5430, 4.5419], [0.1627, -2.1313, 6.2567], [1.0020, -1.0921, 5.1088], [-1.2727, -0.2704, 6.9883], [0.3660, 0.3674, 7.0015], [-1.6420, 1.6694, 5.6240], [0.0125, 1.6201, 4.9661], [-0.7097, -2.1775, 3.7175], [-1.9499, -1.9246, 4.9825], [3.1661, 2.8711, -0.3972], [2.5231, 1.9848, 0.6769], [1.6552, 0.9452, -0.0389], [2.4210, 0.7029, -1.6551], [1.5039, 1.1523, -2.6745], [2.9826, -0.6235, -1.7665], [3.7172, 1.9174, -1.4469], [3.9588, 3.5012, 0.0001], [2.4169, 3.5237, -0.8509], [3.3031, 1.4758, 1.2473], [1.9278, 2.5575, 1.3832], [1.6120, -0.0144, 0.4685], [0.6482, 1.3100, -0.2330], [3.9072, 2.3671, -2.4188], [4.6029, 1.3881, -1.0957], [8.2732, 6.2637, -3.2239], [7.3884, 5.3084, -4.0373], [7.0565, 4.1169, -3.1324], [7.0884, 4.7541, -1.4459], [8.1547, 4.1101, -0.7250], [5.7613, 4.7515, -0.8758], [7.5854, 6.4204, -1.8723], [8.3912, 7.2260, -3.7189], [9.2671, 5.8344, -3.0854], [6.4692, 5.8197, -4.3283], [7.8826, 4.9757, -4.9482], [6.0735, 3.6879, -3.3107], [7.8144, 3.3371, -3.1744], [8.2216, 6.7900, -1.0717], [6.6775, 7.0191, -1.9403]],
  "atomic_forces_ev_per_a": [[0.02, 0.07, 0.00], [0.14, 0.08, -0.02], [-0.06, 0.05, 0.07], [0.14, -0.14, 0.23], [-0.19, -0.04, 0.10], [0.03, -0.03, -0.20], [0.03, 0.02, 0.22], [0.18, 0.18, -0.15], [-0.07, -0.04, -0.02], [-0.06, 0.12, -0.13], [-0.14, -0.08, 0.02], [0.02, 0.03, -0.03], [0.05, -0.03, 0.03], [-0.04, -0.06, 0.03], [-0.03, 0.04, -0.05], [0.01, -0.10, -0.02], [0.02, -0.04, -0.05], [-0.01, 0.00, -0.06], [0.05, 0.11, -0.23], [-0.02, -0.02, 0.06], [-0.07, 0.00, -0.04], [0.00, 0.00, -0.06], [0.03, -0.06, 0.02], [-0.02, -0.01, 0.05], [-0.08, -0.02, -0.03], [-0.02, 0.07, 0.03], [0.09, -0.09, 0.07], [0.01, -0.05, 0.09], [0.01, 0.01, -0.02], [-0.03, -0.01, -0.04], [0.10, -0.03, -0.04], [0.02, 0.16, 0.12], [-0.03, -0.01, -0.04], [0.02, 0.00, 0.03], [-0.02, 0.00, -0.04], [0.01, 0.00, 0.00], [0.01, 0.01, -0.01], [-0.02, 0.00, 0.02], [0.02, -0.02, 0.03], [-0.01, 0.00, -0.01], [-0.01, -0.01, 0.00], [-0.01, -0.01, 0.01], [0.01, 0.01, 0.01], [-0.02, 0.00, -0.01], [0.01, 0.03, -0.04], [0.01, -0.03, 0.05], [-0.03, 0.03, -0.13], [0.08, 0.00, -0.05], [-0.04, -0.06, 0.09], [0.05, 0.02, 0.06], [0.01, 0.00, 0.01], [0.00, 0.00, 0.00], [-0.01, -0.01, -0.01], [0.00, 0.00, 0.02], [0.00, 0.01, 0.00], [0.01, -0.02, -0.01], [-0.01, 0.01, -0.02], [0.00, 0.00, 0.01], [-0.01, 0.07, 0.07], [0.02, -0.10, 0.00], [0.05, 0.02, -0.01], [0.07, -0.04, -0.01], [-0.11, 0.04, -0.01], [-0.05, -0.05, 0.10], [0.02, 0.02, -0.03], [-0.04, -0.01, -0.01], [-0.01, -0.01, 0.00], [0.02, 0.02, -0.03], [-0.03, 0.06, 0.03], [-0.03, -0.03, 0.00], [0.00, 0.00, -0.01], [-0.01, -0.01, 0.00], [0.00, 0.00, 0.01], [-0.02, 0.00, 0.01], [0.01, -0.04, 0.03], [-0.02, 0.05, -0.04], [0.01, -0.03, 0.08], [0.07, -0.02, -0.01], [-0.07, 0.01, -0.10], [0.01, 0.01, -0.02], [0.00, 0.00, -0.01], [0.00, -0.01, 0.00], [-0.01, 0.01, 0.01], [0.00, 0.01, -0.01], [0.00, -0.01, 0.00], [0.02, 0.01, 0.02], [0.00, -0.01, 0.01], [0.00, 0.00, 0.00]]
}